(1)
The following is a quantum chemistry calculation of a cluster of 2 separate species, C15H18 in total in a non-equilibrium geometry, from OMol25.

Summary:
SMILES: CCc1ccccc1.Cc1ccccc1
Total energy: -15845.9446 eV
LUMO: 0.86 eV
Energy above the lowest of the compared OMol25 structures with the same formula, charge and spin: 99.9 kJ/mol
HOMO: -8.87 eV

```
! wB97M-V def2-TZVPD RIJCOSX def2/J DEFGRID3
* xyz 0 1
C 1.0900 2.1972 2.0319
C 2.3944 2.2813 2.8376
C 0.1792 1.0784 2.3667
C -1.0523 1.1449 1.6377
C 0.4581 -0.0150 3.1377
C -2.0394 0.1906 1.8801
C -0.5734 -0.9340 3.4424
C -1.8266 -0.6916 2.9449
H 0.5798 3.1682 2.0234
H 1.4884 2.1418 0.9423
H 2.2799 2.3947 3.9122
H -1.2173 1.9173 0.9036
H 1.4371 -0.0867 3.5734
H -2.8244 0.0058 1.1707
H -0.4312 -1.8186 4.0556
H -2.6813 -1.3462 3.2172
H 2.7995 3.3146 2.7277
H 3.0698 1.4752 2.5322
C 2.1859 -1.8745 -3.3234
C -0.5565 0.1576 -1.7089
C -1.6249 -0.1363 -2.5831
C 0.6710 -0.4064 -1.9814
C 0.8764 -1.2080 -3.1230
C -1.4193 -0.8416 -3.7349
C -0.1928 -1.4223 -4.0061
H -0.7643 0.8614 -0.8553
H -2.6002 0.2121 -2.2836
H 1.5849 -0.1570 -1.4465
H -2.2538 -0.9558 -4.4231
H 2.8324 -1.8001 -2.4510
H 2.8691 -1.4280 -4.0785
H 0.0385 -1.8169 -4.9579
H 2.1131 -2.9408 -3.5373
*
```

=====

(2)
The following is a quantum chemistry calculation of a cluster of 2 separate species, C15H18 in total in a non-equilibrium geometry, from OMol25.

Summary:
Expectation value of S²: 0.769
Total energy: -15836.8898 eV
LUMO (alpha / beta): -4.64 / -8.11 eV
Energy above the lowest of the compared OMol25 structures with the same formula, charge and spin: 136.0 kJ/mol
HOMO (alpha / beta): -11.45 / -11.45 eV

```
! wB97M-V def2-TZVPD RIJCOSX def2/J DEFGRID3
* xyz 1 2
C -1.4045 1.2352 -1.8340
C -2.7839 0.6707 -2.3247
C -0.2203 0.3541 -2.2095
C 0.0511 -0.0004 -3.5643
C 0.5806 -0.0530 -1.1765
C 1.3456 -0.4343 -3.8401
C 1.8246 -0.6659 -1.4688
C 2.2241 -0.7402 -2.7803
H -1.2711 2.1423 -2.4659
H -1.5450 1.4875 -0.8053
H -3.4896 0.6026 -1.4704
H -0.5101 0.2164 -4.4686
H 0.2501 -0.0078 -0.1428
H 1.6691 -0.5285 -4.8473
H 2.5229 -1.0666 -0.7484
H 3.2464 -1.1065 -2.8523
H -2.8484 -0.3553 -2.5830
H -3.3031 1.2979 -3.0524
C 2.2422 -0.5925 3.7168
C -1.1309 -1.1964 2.2486
C -0.0606 -1.4031 3.0929
C -1.3643 0.0898 1.6415
C 0.8082 -0.3502 3.3200
C -0.7390 1.1946 2.2121
C 0.3672 0.9859 3.0323
H -1.9025 -1.9478 2.0679
H 0.0178 -2.3572 3.5864
H -2.2182 0.2439 1.0132
H -1.0290 2.2118 2.0954
H 2.8215 -0.0193 2.9934
H 2.5108 -1.5999 3.4092
H 0.7462 1.9255 3.5102
H 2.5922 -0.2333 4.6946
*
```

=====

(3)
The following is a quantum chemistry calculation of a structure of composition C15H18BN9O2Ti in a non-equilibrium geometry, from OMol25.

Summary:
Expectation value of S²: 3.773
Total energy: -57140.5305 eV
LUMO (alpha / beta): -2.62 / -6.92 eV
Energy above the lowest of the compared OMol25 structures with the same formula, charge and spin: 101.2 kJ/mol
HOMO (alpha / beta): -9.01 / -11.96 eV

```
! wB97M-V def2-TZVPD RIJCOSX def2/J DEFGRID3
* xyz 1 4
Ti 1.4078 -0.0030 -0.6295
C 1.7195 -0.0272 3.6062
C 2.3711 -0.0370 2.2753
N 1.4345 -0.0230 1.3486
N 0.1710 -0.0109 2.0542
C 0.3387 -0.0062 3.3690
B -1.1151 -0.0117 1.1371
N -1.0213 -1.2848 0.2393
C -1.7965 -2.3821 0.2124
C -1.2635 -3.2766 -0.6927
C -0.1352 -2.6378 -1.1962
N 0.0119 -1.4336 -0.6351
N -1.0260 1.2644 0.2395
C -1.8165 2.3502 0.2053
C -1.2748 3.2639 -0.6749
C -0.1239 2.6491 -1.1555
N 0.0277 1.4418 -0.6056
N -2.4092 -0.0150 1.8946
C -3.6514 -0.0241 1.3253
C -4.5699 -0.0216 2.3345
C -3.7937 -0.0107 3.5139
N -2.5001 -0.0086 3.2519
H 2.2049 -0.0338 4.5707
H 3.4146 -0.0471 2.0082
H -0.5070 0.0062 4.0367
H -2.6736 -2.4596 0.8343
H -1.6424 -4.2496 -0.9529
H 0.5810 -2.9943 -1.9205
H -2.7097 2.4074 0.8059
H -1.6632 4.2342 -0.9320
H 0.6068 3.0295 -1.8521
H -3.7821 -0.0315 0.2534
H -5.6430 -0.0286 2.2485
H -4.1307 -0.0066 4.5392
N 1.3320 -0.0412 -2.8865
C 2.5802 -0.2563 -3.6786
C 3.7486 0.5177 -3.0719
C 4.0984 -0.0898 -1.7172
O 4.9823 -0.9031 -1.6257
O 3.3040 0.3021 -0.7320
H 0.6176 -0.6986 -3.1854
H 0.9569 0.8757 -3.1169
H 2.4283 0.0283 -4.7189
H 2.8115 -1.3208 -3.6633
H 3.4805 1.5693 -2.9450
H 4.6191 0.4354 -3.7158
*
```

=====

(4)
The following is a quantum chemistry calculation of a structure of composition C15H18Br33GaNO2S in a non-equilibrium geometry, from OMol25.

Summary:
Total energy: -2396043.8946 eV
LUMO: 1.17 eV
HOMO: -5.74 eV

```
! wB97M-V def2-TZVPD RIJCOSX def2/J DEFGRID3
* xyz -1 1
N 1.3092 -0.4836 1.5782
C 1.4141 0.5624 2.0753
O 1.5255 1.6885 2.5338
Ga 0.9775 3.0467 1.2165
S 2.4828 4.8007 1.1549
C -0.8630 3.7166 1.6283
C -1.8089 2.6906 1.1158
C -2.6957 2.0798 2.0760
O -3.1381 3.0275 1.0620
H 1.0652 2.3135 -0.1774
H 3.3479 4.5646 2.1323
H -1.1190 4.6504 1.1485
H -1.0614 3.7344 2.6884
H -1.4556 2.0436 0.3451
H -2.8763 2.6433 2.9717
H -3.1281 1.1187 1.8820
C 0.4385 -2.7600 -0.4030
Br -1.3023 -1.9681 -0.4508
Br 0.3275 -4.6841 -0.1847
Br 1.4640 -2.2630 -1.9578
H 0.9506 -2.3485 0.4557
C 5.3052 -2.9799 -1.7991
Br 5.5842 -2.6846 0.0765
Br 5.9489 -1.5097 -2.8476
Br 6.0584 -4.6530 -2.3864
H 4.2404 -3.0465 -1.9582
C -0.3354 -4.3523 3.9513
Br -0.0374 -4.1910 5.8478
Br 0.3152 -2.8119 3.0133
Br 0.3957 -6.0019 3.2790
H -1.4032 -4.4002 3.8032
C -0.4733 3.3793 -3.5470
Br 0.1814 4.2578 -5.1340
Br 0.2287 1.5982 -3.3537
Br -0.0802 4.4075 -1.9844
H -1.5446 3.2924 -3.6456
C 4.2251 7.1401 4.8427
Br 2.6885 8.2891 4.7688
Br 3.7595 5.2773 4.8719
Br 5.4596 7.5373 3.4228
H 4.7337 7.3474 5.7707
C -4.3577 -3.6593 -2.9376
Br -3.7956 -4.6489 -1.4008
Br -2.8719 -3.2437 -4.0793
Br -5.7691 -4.5525 -3.8945
H -4.7573 -2.7200 -2.5861
C 3.6923 3.0257 -2.4030
Br 3.8124 2.4127 -4.2342
Br 3.9061 1.5824 -1.1641
Br 4.9451 4.4435 -2.0683
H 2.7007 3.4330 -2.2561
C -7.1529 -7.7558 -1.2230
Br -8.1437 -9.3325 -0.7378
Br -6.6358 -6.7428 0.3242
Br -5.6472 -8.1822 -2.3345
H -7.8131 -7.1318 -1.8051
C 5.5532 -7.3047 0.7916
Br 4.1100 -6.3132 1.5717
Br 6.4250 -8.4234 2.0938
Br 4.9896 -8.3252 -0.7358
H 6.2843 -6.5891 0.4453
C -2.1976 7.5906 4.2188
Br -1.9677 6.3477 5.6712
Br -0.5780 7.7942 3.2144
Br -3.6657 7.0871 3.0870
H -2.4368 8.5481 4.6531
C -3.8668 -0.3733 -6.3902
Br -4.8844 0.0603 -4.8232
Br -4.9909 -1.0406 -7.8009
Br -2.7999 1.1138 -6.9630
H -3.1914 -1.1696 -6.1161
*
```

=====

(5)
The following is a quantum chemistry calculation of the molecule C15H18ClN3O2, from OMol25.

Summary:
SMILES: CN1C(=O)C[C@@H](N2CCN(c3ccc(Cl)cc3)CC2)C1=O
Total energy: -36935.6491 eV
LUMO: 0.67 eV
Energy above the lowest of the compared OMol25 structures with the same formula, charge and spin: 4.7 kJ/mol
HOMO: -7.61 eV

```
! wB97M-V def2-TZVPD RIJCOSX def2/J DEFGRID3
* xyz 0 1
C 0.1093 2.5756 0.3948
N -1.1374 1.8444 0.3998
C -1.3141 0.6752 1.1001
O -0.4811 0.1725 1.8091
C -2.7320 0.1577 0.8002
N -2.8052 -1.0278 -0.0300
C -2.5031 -2.2903 0.6071
H -3.0104 -3.0668 0.0259
C -0.9931 -2.5997 0.7056
N -0.3059 -2.1124 -0.4767
C 0.8619 -1.3941 -0.3681
C 1.2373 -0.4187 -1.3006
C 2.4330 0.2642 -1.1822
C 3.2797 -0.0035 -0.1213
C 2.9383 -0.9696 0.8110
C 1.7525 -1.6596 0.6824
H 1.5195 -2.4250 1.4040
H 3.6036 -1.1859 1.6319
Cl 4.7684 0.8710 0.0372
H 2.6986 1.0152 -1.9106
H 0.5934 -0.1619 -2.1270
C -1.1752 -1.9989 -1.6187
C -2.2504 -0.9269 -1.3782
H -3.0631 -1.0565 -2.1060
H -1.8129 0.0622 -1.5330
H -0.5991 -1.7720 -2.5148
H -1.6494 -2.9738 -1.7739
H -0.5825 -2.1009 1.5841
H -0.8521 -3.6843 0.8130
H -2.9366 -2.2916 1.6082
C -3.4042 1.3543 0.1198
C -2.2752 2.2953 -0.2412
O -2.3215 3.2760 -0.9338
H -4.0783 1.8809 0.7971
H -3.9768 1.0682 -0.7603
H -3.2134 -0.0987 1.7497
H 0.9293 1.8956 0.1651
H 0.2834 3.0231 1.3741
H 0.0343 3.3562 -0.3600
*
```